(1)
{
  "formula": "C7H16",
  "method": "ωB97M-V/def2-TZVPD",
  "e_above_lowest_kcal_mol": 94.0,
  "orbital_gap_ev": 8.29,
  "e_tot_ev": -7514.822,
  "elements": ["C", "C", "C", "C", "C", "C", "C", "H", "H", "H", "H", "H", "H", "H", "H", "H", "H", "H", "H", "H", "H", "H", "H"],
  "xyz": [[2.499, -0.375, -0.890], [1.679, 0.015, 0.338], [0.301, -0.676, 0.400], [-0.320, -0.550, 1.805], [-0.530, -0.401, -0.819], [-1.192, 2.071, -0.417], [-1.914, -0.959, -0.801], [2.743, -1.446, -0.870], [3.443, 0.181, -0.930], [1.928, -0.178, -1.804], [2.240, -0.225, 1.253], [1.523, 1.103, 0.352], [0.479, -1.759, 0.218], [0.348, -0.967, 2.563], [-0.482, 0.500, 2.056], [-1.275, -1.069, 1.889], [-0.668, 1.198, -0.988], [-1.812, 2.564, -1.157], [-1.798, 1.733, 0.410], [-0.412, 2.735, -0.067], [-2.555, -0.484, -1.553], [-1.773, -1.997, -1.143], [-2.452, -1.014, 0.157]],
  "atomic_forces_ev_per_a": [[0.0, 0.0, 0.0], [0.0, 0.0, 0.1], [0.0, 0.2, 0.0], [0.0, 0.0, -0.1], [0.1, -0.8, 0.0], [0.5, -0.7, -0.6], [-0.1, 0.2, 0.1], [0.0, 0.2, 0.0], [-0.2, -0.1, 0.0], [0.1, 0.0, 0.2], [-0.1, 0.0, -0.2], [0.0, -0.2, 0.0], [0.0, 0.1, -0.1], [0.0, 0.0, -0.1], [0.0, 0.0, 0.0], [0.0, 0.0, 0.0], [-0.5, 0.8, 0.5], [-0.1, 0.1, -0.1], [-0.1, -0.1, 0.2], [0.1, 0.2, 0.1], [0.1, -0.1, 0.1], [0.1, 0.1, 0.0], [0.1, 0.0, -0.1]]
}

(2)
{
  "formula": "C7H14Si",
  "method": "ωB97M-V/def2-TZVPD",
  "e_above_lowest_kcal_mol": 19.8,
  "orbital_gap_ev": 10.24,
  "smiles": "CC#C[Si@@H](C)C(C)C",
  "e_tot_ev": -15361.287,
  "elements": ["C", "C", "C", "Si", "C", "C", "C", "C", "H", "H", "H", "H", "H", "H", "H", "H", "H", "H", "H", "H", "H", "H"],
  "xyz": [[-3.139, 1.488, 1.673], [-2.226, 1.100, 0.685], [-1.357, 0.721, -0.095], [-0.001, 0.189, -1.246], [1.102, 1.763, -1.599], [1.191, -1.091, -0.386], [0.769, -2.460, -0.491], [1.545, -0.676, 1.091], [-3.549, 2.492, 1.531], [-4.076, 0.799, 1.752], [-2.725, 1.434, 2.697], [-0.311, -0.251, -2.580], [1.298, 1.638, -2.661], [0.657, 2.702, -1.310], [2.030, 1.506, -0.924], [2.068, -1.013, -0.904], [-0.181, -2.456, -0.073], [0.779, -3.002, -1.476], [1.367, -3.141, 0.054], [2.502, -0.119, 1.154], [1.434, -1.636, 1.708], [0.824, 0.013, 1.401]],
  "atomic_forces_ev_per_a": [[-3.2, -0.4, 2.3], [2.8, -1.3, -2.3], [-1.3, 0.1, 0.6], [1.7, 1.3, 1.3], [0.8, -2.4, 1.8], [-0.7, 2.9, 0.8], [-0.3, -2.6, -1.5], [0.2, -1.7, -0.8], [0.2, 0.0, -0.1], [1.6, 1.0, -0.5], [0.1, 0.1, -0.5], [-0.8, -0.5, -0.5], [0.5, 0.5, 0.0], [0.0, 0.3, -0.1], [-1.4, 0.9, -1.6], [2.5, 0.6, -1.7], [-2.2, -1.0, 0.7], [-0.4, 1.2, 0.4], [0.8, -0.6, 1.2], [-0.3, -0.9, 0.1], [0.7, 1.6, -0.4], [-1.3, 1.0, 1.0]]
}

Which HOMO level belongs to each record? In order, -7.717 -9.342 eV.